Entry 1:
A molecular structure, C2H4Br2N in a non-equilibrium geometry. Source: OMol25; level of theory: ωB97M-V/def2-TZVPD.

Multiplicity ... 3
E_LUMO (spin up / spin down) ... -4.6 / -8.5 eV
Net charge ... +1
Expectation value of S² ... 2.01
Energy above the lowest of the compared OMol25 structures with the same formula, charge and spin ... 87.09 kJ/mol
Orbital gap (spin up / spin down) ... 8.19 / 6.46 eV
HOMO level (spin up / spin down) ... -12.8 / -15.0 eV
Electronic energy ... -5280.9249 a.u.

Last column: natural (NBO) charge in e.
Positions of all 9 atoms, in Å:
C  -0.441  -1.069  0.942  0.03
C  3.091  0.119  -0.955  -0.55
N  0.381  -0.883  0.028  -0.38
Br  3.489  1.748  -0.215  0.27
Br  2.909  -1.296  0.217  0.45
H  -0.757  -1.964  1.540  0.26
H  -1.315  -0.341  1.109  0.24
H  3.196  0.041  -2.077  0.27
H  0.472  0.009  -0.385  0.41

---

Entry 2:
2 unconnected molecules or ions with the total composition C2H4Br2NO3 in a non-equilibrium geometry. Source: OMol25; level of theory: ωB97M-V/def2-TZVPD.

E_LUMO ... 2.3 eV
Net charge ... -1
Energy above the lowest of the compared OMol25 structures with the same formula, charge and spin ... 35.10 kJ/mol
Orbital gap ... 6.06 eV
HOMO level ... -3.8 eV
Electronic energy ... -5507.0328 a.u.

Last column: natural (NBO) charge in e.
Positions of all 12 atoms, in Å:
N  -1.663  -3.876  1.552  0.72
O  -1.894  -2.809  1.043  -0.56
O  -2.212  -4.874  1.033  -0.59
O  -0.839  -3.881  2.460  -0.57
Br  -0.733  1.253  -2.395  -0.03
C  1.098  1.722  -1.511  -0.40
C  0.940  1.971  0.023  -0.41
Br  -0.271  3.573  0.338  -0.07
H  1.503  2.638  -1.939  0.21
H  1.838  0.938  -1.674  0.23
H  1.826  2.218  0.608  0.23
H  0.408  1.127  0.461  0.24

---

The highest energy above the lowest of the compared OMol25 structures with the same formula, charge and spin belongs to which entry?
C2H4Br2N

---

electronic energy of number 1 (C2H4Br2N)?
-5280.9249 a.u.

---

What did the second record say?
2 unconnected molecules or ions with the total composition C2H4Br2NO3 in a non-equilibrium geometry. Source: OMol25; level of theory: ωB97M-V/def2-TZVPD.

E_LUMO ... 2.3 eV
Net charge ... -1
Energy above the lowest of the compared OMol25 structures with the same formula, charge and spin ... 35.10 kJ/mol
Orbital gap ... 6.06 eV
HOMO level ... -3.8 eV
Electronic energy ... -5507.0328 a.u.

Last column: natural (NBO) charge in e.
Positions of all 12 atoms, in Å:
N  -1.663  -3.876  1.552  0.72
O  -1.894  -2.809  1.043  -0.56
O  -2.212  -4.874  1.033  -0.59
O  -0.839  -3.881  2.460  -0.57
Br  -0.733  1.253  -2.395  -0.03
C  1.098  1.722  -1.511  -0.40
C  0.940  1.971  0.023  -0.41
Br  -0.271  3.573  0.338  -0.07
H  1.503  2.638  -1.939  0.21
H  1.838  0.938  -1.674  0.23
H  1.826  2.218  0.608  0.23
H  0.408  1.127  0.461  0.24